{
  "formula": "C64H130F18N7O18S6",
  "method": "ωB97M-V with the def2-TZVPD basis set",
  "elements": ["C", "C", "C", "N", "C", "C", "C", "C", "C", "H", "H", "H", "H", "H", "H", "H", "H", "H", "H", "H", "H", "H", "H", "H", "H", "H", "H", "C", "C", "C", "N", "C", "C", "C", "C", "C", "H", "H", "H", "H", "H", "H", "H", "H", "H", "H", "H", "H", "H", "H", "H", "H", "H", "H", "C", "C", "C", "N", "C", "C", "C", "C", "C", "H", "H", "H", "H", "H", "H", "H", "H", "H", "H", "H", "H", "H", "H", "H", "H", "H", "H", "C", "C", "C", "N", "C", "C", "C", "C", "C", "H", "H", "H", "H", "H", "H", "H", "H", "H", "H", "H", "H", "H", "H", "H", "H", "H", "H", "C", "C", "C", "N", "C", "C", "C", "C", "C", "H", "H", "H", "H", "H", "H", "H", "H", "H", "H", "H", "H", "H", "H", "H", "H", "H", "H", "C", "C", "C", "N", "C", "C", "C", "C", "C", "C", "H", "H", "H", "H", "H", "H", "H", "H", "H", "H", "H", "H", "H", "H", "H", "H", "H", "H", "H", "H", "C", "C", "C", "N", "C", "C", "C", "C", "C", "C", "H", "H", "H", "H", "H", "H", "H", "H", "H", "H", "H", "H", "H", "H", "H", "H", "H", "H", "H", "H", "C", "F", "F", "F", "S", "O", "O", "O", "C", "F", "F", "F", "S", "O", "O", "O", "C", "F", "F", "F", "S", "O", "O", "O", "C", "F", "F", "F", "S", "O", "O", "O", "C", "F", "F", "F", "S", "O", "O", "O", "C", "F", "F", "F", "S", "O", "O", "O"],
  "xyz": [[-0.492, 1.712, 4.071], [-0.141, 2.322, 5.425], [1.178, 1.783, 6.002], [2.094, 2.667, 6.890], [2.987, 1.721, 7.696], [2.947, 3.639, 6.075], [2.219, 4.927, 5.923], [1.362, 4.965, 7.216], [1.283, 3.612, 7.858], [0.001, 2.154, 3.205], [-1.552, 1.763, 3.825], [-0.370, 0.634, 3.961], [-1.054, 2.203, 6.007], [-0.036, 3.398, 5.566], [1.803, 1.345, 5.223], [0.919, 0.963, 6.672], [2.490, 1.416, 8.618], [3.893, 2.194, 8.074], [3.366, 0.968, 7.004], [3.950, 3.684, 6.500], [3.049, 3.214, 5.076], [2.729, 5.889, 5.951], [1.566, 4.895, 5.051], [1.765, 5.672, 7.941], [0.431, 5.486, 6.993], [1.716, 3.579, 8.857], [0.288, 3.168, 7.882], [2.721, 7.291, -3.602], [3.632, 6.020, -3.692], [2.937, 4.687, -3.614], [3.919, 3.413, -3.531], [4.858, 3.597, -2.310], [4.712, 3.248, -4.826], [5.244, 1.744, -4.737], [4.109, 0.931, -4.047], [3.191, 2.030, -3.383], [1.947, 6.910, -2.936], [2.441, 7.548, -4.624], [3.209, 8.158, -3.157], [4.384, 6.185, -2.920], [4.176, 6.058, -4.635], [2.429, 4.400, -4.535], [2.375, 4.608, -2.684], [5.441, 2.688, -2.165], [4.344, 3.971, -1.425], [5.513, 4.440, -2.531], [5.418, 4.078, -4.797], [4.114, 3.227, -5.736], [6.112, 1.890, -4.094], [5.475, 1.345, -5.725], [4.628, 0.178, -3.454], [3.737, 0.350, -4.891], [2.999, 1.805, -2.333], [2.235, 2.079, -3.904], [6.820, -2.135, 3.169], [6.654, -3.722, 3.432], [5.857, -4.397, 2.279], [5.867, -5.862, 2.519], [5.006, -6.229, 3.799], [7.289, -6.537, 2.629], [7.061, -7.914, 1.957], [5.942, -7.796, 0.982], [5.202, -6.520, 1.275], [7.315, -1.707, 4.041], [5.879, -1.585, 3.141], [7.538, -1.859, 2.397], [6.167, -3.910, 4.389], [7.625, -4.208, 3.527], [6.298, -4.190, 1.304], [4.827, -4.087, 2.100], [4.001, -5.807, 3.816], [5.531, -5.964, 4.717], [4.857, -7.306, 3.726], [7.554, -6.625, 3.683], [7.987, -5.838, 2.169], [6.912, -8.466, 2.885], [8.016, -8.306, 1.608], [5.391, -8.734, 1.051], [6.418, -7.824, 0.002], [4.148, -6.625, 1.530], [5.292, -5.869, 0.405], [-1.534, 1.026, -1.868], [-0.137, 0.415, -1.584], [-0.203, -0.768, -0.576], [1.194, -1.275, -0.073], [2.283, -1.351, -1.163], [1.619, -0.335, 1.176], [2.314, -1.326, 2.100], [2.131, -2.780, 1.558], [1.039, -2.646, 0.479], [-2.321, 0.558, -2.459], [-1.335, 1.962, -2.391], [-1.979, 1.392, -0.942], [0.551, 1.218, -1.319], [0.169, -0.011, -2.540], [-0.642, -1.646, -1.049], [-0.739, -0.394, 0.296], [2.519, -0.354, -1.537], [1.955, -1.971, -1.997], [3.217, -1.817, -0.849], [2.242, 0.557, 1.114], [0.666, 0.028, 1.562], [3.361, -1.100, 2.303], [1.833, -1.276, 3.077], [3.044, -3.096, 1.055], [1.784, -3.490, 2.308], [0.890, -3.469, -0.220], [0.064, -2.621, 0.965], [-4.940, -6.055, 1.655], [-3.788, -5.926, 0.642], [-4.372, -5.242, -0.639], [-3.348, -4.896, -1.775], [-2.566, -6.122, -2.249], [-2.462, -3.649, -1.525], [-2.070, -3.069, -2.916], [-3.265, -3.511, -3.841], [-4.160, -4.406, -3.025], [-5.921, -6.322, 1.262], [-5.061, -5.068, 2.101], [-4.530, -6.774, 2.364], [-3.321, -6.885, 0.418], [-2.974, -5.406, 1.147], [-4.848, -4.279, -0.451], [-5.009, -5.971, -1.139], [-3.232, -6.917, -2.581], [-2.012, -6.521, -1.400], [-1.896, -5.804, -3.048], [-1.492, -3.975, -1.150], [-2.909, -2.884, -0.890], [-1.062, -3.190, -3.313], [-2.026, -2.005, -2.685], [-2.954, -4.003, -4.763], [-3.832, -2.637, -4.163], [-4.621, -5.268, -3.508], [-4.906, -3.746, -2.581], [-5.623, -0.965, -2.680], [-5.650, -0.090, -3.927], [-7.087, 0.550, -4.004], [-7.203, 2.017, -3.488], [-8.716, 2.527, -3.320], [-9.451, 2.673, -4.624], [-8.676, 3.707, -5.628], [-7.090, 3.373, -5.625], [-6.417, 3.113, -4.223], [-6.542, 2.051, -2.013], [-6.304, -1.816, -2.645], [-5.752, -0.353, -1.787], [-4.623, -1.312, -2.420], [-5.260, -0.743, -4.708], [-4.929, 0.727, -3.937], [-7.859, -0.011, -3.478], [-7.391, 0.525, -5.050], [-9.219, 1.873, -2.608], [-8.638, 3.475, -2.787], [-9.683, 1.681, -5.013], [-10.416, 3.020, -4.255], [-9.257, 3.806, -6.545], [-8.639, 4.633, -5.055], [-6.831, 2.377, -5.984], [-6.601, 3.919, -6.431], [-5.344, 2.933, -4.289], [-6.593, 4.023, -3.650], [-6.918, 2.965, -1.554], [-5.470, 1.855, -2.043], [-7.091, 1.263, -1.497], [-4.485, 2.762, 1.266], [-4.167, 3.947, 0.342], [-2.859, 4.665, 0.508], [-2.535, 5.666, -0.743], [-3.645, 6.762, -0.604], [-3.329, 8.154, -1.383], [-1.774, 8.626, -1.228], [-0.777, 7.525, -1.487], [-1.057, 6.265, -0.682], [-2.639, 5.112, -2.166], [-5.546, 2.688, 1.501], [-4.071, 2.847, 2.271], [-4.197, 1.760, 0.949], [-4.995, 4.651, 0.420], [-4.328, 3.506, -0.642], [-1.958, 4.051, 0.485], [-2.812, 5.233, 1.437], [-3.756, 6.928, 0.467], [-4.551, 6.318, -1.015], [-4.022, 8.947, -1.103], [-3.579, 7.956, -2.426], [-1.670, 8.846, -0.166], [-1.562, 9.418, -1.947], [0.207, 7.955, -1.300], [-0.642, 7.109, -2.485], [-0.918, 6.356, 0.395], [-0.398, 5.447, -0.973], [-3.634, 4.710, -2.354], [-1.851, 4.406, -2.429], [-2.478, 5.967, -2.823], [0.308, -7.095, 1.997], [-0.105, -7.266, 0.761], [1.300, -6.132, 2.179], [-0.748, -6.708, 2.807], [0.824, -8.797, 2.669], [0.681, -8.789, 4.139], [-0.059, -9.779, 2.027], [2.230, -8.989, 2.258], [-0.812, 4.309, -5.321], [0.013, 4.311, -6.352], [-0.079, 4.138, -4.223], [-1.286, 5.484, -5.366], [-2.223, 2.989, -5.370], [-2.878, 3.148, -6.685], [-1.519, 1.689, -5.162], [-3.075, 3.368, -4.267], [6.241, 1.165, 1.595], [5.128, 0.781, 2.311], [6.155, 2.489, 1.443], [7.438, 0.909, 2.209], [6.334, 0.274, -0.201], [5.026, 0.578, -0.888], [7.590, 0.832, -0.868], [6.438, -1.176, 0.114], [3.351, -5.765, -2.708], [3.120, -6.534, -3.755], [4.507, -6.089, -2.054], [3.620, -4.578, -3.132], [1.679, -5.702, -1.633], [0.885, -4.634, -2.265], [1.005, -6.996, -1.806], [2.083, -5.476, -0.272], [-4.878, -1.473, 1.480], [-5.594, -0.447, 1.810], [-5.518, -2.591, 1.991], [-4.734, -1.557, 0.178], [-3.051, -1.368, 2.227], [-2.323, -2.515, 1.589], [-2.514, -0.035, 1.733], [-3.236, -1.670, 3.626], [3.043, -2.595, 8.087], [1.986, -3.333, 8.364], [2.815, -1.408, 8.587], [4.104, -3.211, 8.653], [3.343, -2.446, 6.158], [4.488, -1.632, 5.906], [3.574, -3.843, 5.777], [2.061, -1.952, 5.655]],
  "atomic_forces_ev_per_a": [[-0.3642, 0.2736, -1.0722], [0.1784, 0.7282, 0.4541], [-0.4798, -1.2328, 1.0845], [0.1143, 0.9922, 0.7317], [0.4233, 0.4967, -0.2772], [0.8732, -1.1062, -1.2858], [-1.4755, 0.6022, 1.5342], [-0.4422, 1.8531, 0.1505], [-0.1224, -1.4855, -1.1398], [0.3909, 0.1600, 0.0906], [-0.1834, 0.4663, 0.3241], [0.5754, -0.1258, 0.6550], [0.4566, -0.8057, 0.8288], [-0.2068, 0.5200, -1.3982], [0.1629, 0.2021, 0.0760], [0.2478, -0.2204, -0.0650], [-0.4253, -0.6560, -0.6498], [-0.1556, 0.7473, -0.2981], [-0.5052, -0.5558, 0.3504], [-0.2621, 0.1589, 0.2500], [0.2982, -0.3910, 0.1706], [0.7262, -0.5234, -0.5170], [0.0866, 0.0573, 0.0022], [0.5580, -0.1305, -0.0162], [-0.5049, -0.6903, -0.0075], [0.1382, -0.1314, -0.2635], [0.0160, 0.1641, 0.2081], [0.3630, -1.6779, -0.2281], [1.3554, 1.1997, -0.5084], [1.0416, -2.0967, 0.1852], [-0.3650, 0.1135, 0.7499], [0.2387, 0.5220, -1.3442], [0.1660, -1.6366, 0.5376], [0.0917, 2.4066, 0.8539], [1.3756, 1.0923, -1.0051], [0.2971, -0.6513, -0.3765], [-0.7668, 0.8650, -0.2688], [-0.7599, 0.0624, 0.3555], [0.1664, -0.3026, 0.0325], [-0.0104, -0.5972, 0.1717], [0.1377, 0.0500, -0.0377], [-0.7105, 0.5544, 0.3559], [-0.5065, -0.1321, -0.3250], [-0.2854, 0.0204, 0.3443], [-0.5748, -0.7919, -0.0960], [0.2666, -0.2909, -0.3828], [0.2945, -0.4524, -0.4634], [-0.6850, 0.8341, 0.4083], [0.3170, -0.9856, -0.2193], [0.3109, 0.2272, 0.2320], [-0.5621, 0.4233, 0.9114], [-1.2465, 0.2893, 0.3476], [0.2458, 0.3409, 0.0291], [0.0418, 0.2882, -0.0786], [0.6772, -1.3343, 1.4833], [-0.7775, 1.9452, -1.1440], [1.2577, 0.5157, 0.8367], [-0.9422, -1.2420, 0.1015], [0.6570, -0.6151, -1.0032], [-1.3161, 0.9540, -0.6488], [1.9448, 1.0296, 2.7581], [0.4438, -1.5954, -0.3730], [-0.3045, 0.1773, 0.5152], [-0.0803, -0.1922, 0.4476], [-0.0484, -0.3648, -0.4966], [-0.6272, -0.4040, -0.5886], [-0.3071, 0.3773, -0.0714], [0.1573, 0.2553, -0.3000], [0.5667, -0.1882, 0.0655], [-0.1441, 0.0321, 0.8141], [0.2797, 0.5091, -0.4714], [0.0703, 0.0761, -0.3290], [0.1604, -0.0447, 0.1445], [-0.1240, 0.0920, -0.1099], [-0.0617, -0.1790, -0.3248], [-0.8785, -0.9266, -0.5126], [-0.1271, 0.1052, -0.4603], [-0.6630, 0.3784, -0.0798], [-0.4265, 0.4352, -0.2378], [-0.0040, -0.2004, -0.2074], [-0.0240, 0.3341, 0.3939], [0.4749, 1.5961, 0.7773], [-1.0308, -1.6378, -0.7696], [1.6184, 0.8223, -0.4966], [0.6869, 1.9804, -1.2130], [-0.5326, 0.4771, -0.2077], [-0.2937, -1.7471, 0.0059], [-0.3670, -0.8419, 1.0253], [-0.3438, 0.7281, -1.0712], [-1.0098, 0.0229, 2.2476], [0.5299, -0.7261, 0.0324], [-0.0333, -0.0125, -0.4567], [-0.2262, -0.3614, 0.4028], [0.0239, -0.1270, 0.3048], [0.4892, 0.2083, -0.1205], [-0.2274, 0.2185, 0.2247], [-0.1576, -0.7939, 0.0792], [-0.0498, -0.0077, 0.2595], [-0.5468, -0.0494, 0.1616], [-0.2431, 0.1951, 0.7578], [0.1787, -0.1934, -1.5775], [-0.0740, -0.4063, 0.0833], [-0.0139, 0.0798, -0.3911], [-0.0066, -0.0242, 0.1470], [0.0372, -0.3307, 0.3348], [0.3940, 0.0284, -0.0300], [0.9205, 0.4848, -0.6309], [-0.1199, 0.1230, 0.4664], [0.9761, 0.3677, -0.0798], [-0.4604, 0.4958, -0.9119], [2.1655, -0.3839, -0.2570], [-0.6492, 0.6108, -1.2133], [0.2351, 0.6046, 0.9874], [1.9317, -1.4865, -0.9852], [-1.5525, 0.5036, 0.3370], [1.0081, 0.3861, -0.6016], [0.0710, 0.2342, 1.8373], [0.2092, -0.4703, -0.1787], [-0.0219, -0.1729, 0.3773], [-0.7422, 0.0913, 0.3918], [-0.4375, -0.2122, -0.3130], [-0.0983, 0.6233, -0.2835], [-0.2321, -0.2407, 0.2406], [-0.4008, 0.2520, 0.1601], [-0.2911, 0.3677, -0.0675], [0.3225, 0.2086, -0.1828], [0.0710, -0.1198, 0.1731], [-0.3393, -0.2773, 0.8939], [-0.3878, -0.6394, 0.1335], [-0.1232, -1.2383, 0.2212], [-0.6339, 0.4160, -0.5880], [0.3504, -0.0010, 0.1380], [-0.0466, -0.0340, -0.0082], [0.1197, 0.1698, -0.0033], [-0.3911, -0.3869, 0.0153], [1.3536, 0.8098, 1.4311], [-0.8079, 0.0343, 1.1901], [0.3830, 0.3785, -1.5934], [1.0821, 0.4621, 2.0903], [1.7572, -0.6516, 0.1063], [0.8531, 0.7262, -0.4374], [0.9665, -1.8203, 3.1095], [-0.8300, -2.3899, -0.6855], [-1.9396, 1.6547, -1.3514], [-2.4799, -0.6475, -1.3986], [-0.1246, 0.2118, -0.3257], [-0.7129, -0.1314, 0.0589], [0.2339, -0.4423, -0.6139], [-1.0649, 0.3665, -0.8692], [0.2447, -0.0062, 0.4399], [0.2772, 0.0289, 0.3315], [-0.2009, 0.4649, 0.0200], [0.1850, -0.4412, -0.2200], [0.3189, 0.1735, -0.2427], [0.3374, 0.0670, -0.5063], [-0.2169, 0.5165, -0.5456], [0.7600, -0.0154, -0.1418], [-0.6846, 0.4322, -0.3273], [-0.9500, -0.4470, -0.9474], [0.4926, 0.8197, 0.9317], [-0.1053, -0.3471, -0.0473], [0.2428, -0.1485, 0.6082], [0.7353, 0.2377, -0.1930], [-0.2412, 0.3554, -0.1374], [0.4041, -0.1676, 0.1283], [0.0403, -0.2374, 1.3802], [-1.2891, -0.7844, -0.5320], [1.7153, 0.1682, -1.9311], [-0.4154, 1.2400, -0.1536], [1.3769, 1.4905, -0.7387], [1.5699, -1.6117, 0.1015], [-2.4774, -1.3403, -0.4701], [-0.1961, -1.2104, -0.3179], [-0.8492, -0.9036, 1.9632], [-0.2653, 0.2515, 0.5328], [-0.2129, 0.2573, -0.4349], [0.3821, 0.2139, 0.0104], [0.4256, 0.2624, -0.4159], [0.1184, 0.2622, 0.2688], [0.6452, 0.3393, -0.4086], [-0.2829, -0.5590, 0.0981], [-0.0680, 0.4005, -0.2997], [-0.0227, 0.0849, -0.1118], [0.1097, 0.0682, 0.1461], [0.1150, -0.1943, 0.5142], [0.3121, 0.0746, -0.1820], [0.1844, 0.8360, -0.1568], [-0.2202, 0.4134, 0.6129], [0.1857, -0.4611, 0.5966], [-0.5827, 0.7925, -0.6351], [0.1462, 0.4861, 0.0907], [-0.2184, -0.0934, -0.1797], [0.3284, -0.0815, 0.1073], [-0.2553, -0.2159, 0.5914], [-0.2204, -0.0149, 0.0436], [0.4127, -0.9522, 2.9691], [0.1106, 1.2378, -0.1529], [-1.6748, -1.2515, -0.8171], [0.7106, 0.2714, -1.3967], [1.4641, -3.0658, 1.4851], [-0.1501, 1.0846, -1.7608], [0.0559, 1.6515, 0.0337], [-0.8669, 1.1907, -0.1072], [-0.5188, -2.8284, -1.2409], [1.0351, -1.4143, -0.9061], [0.4461, -0.0123, 1.1555], [-2.1207, 3.5476, 1.1567], [0.9905, -2.6755, -2.7386], [1.2289, 0.1315, 1.9054], [-0.9345, 2.5709, -0.2241], [-0.4224, 0.5840, 1.0735], [0.6192, -0.9581, -1.5569], [1.7750, 0.2080, -0.4780], [-0.1119, 0.0938, 0.1116], [-2.0740, 0.0945, -0.0869], [1.3778, -1.5676, -1.3828], [1.8699, 0.5411, 1.1680], [-3.7197, -0.6734, 1.9491], [-0.2370, 2.5791, -0.0561], [-1.1425, -0.5250, 1.8213], [0.4631, -0.6841, -0.1064], [-0.9757, -1.1295, -0.0140], [-0.0520, 2.7115, -1.1474], [-1.3891, -2.6225, -0.6742], [0.8105, 0.5144, 0.1224], [1.2612, 1.2029, -0.4824], [0.8761, 0.9694, 0.0783], [2.7477, -2.0818, 2.7824], [-1.1049, 1.4678, -0.0314], [0.7347, 1.2194, -1.1919], [-0.7275, -0.2307, -1.2938], [1.7699, -1.7901, -1.4880], [-1.4658, 2.0787, -0.1211], [-1.5726, -1.9985, 1.2938], [-0.3461, 1.6754, -0.2445], [0.8954, -1.5430, -2.6049], [-0.4844, -0.3724, -0.1185], [0.3295, 1.6169, 1.0888], [-0.2660, 0.8706, 0.1143], [-1.7298, -3.3439, -0.4813], [0.9155, 1.7168, 0.5542], [-0.0558, 0.7637, 0.5864], [0.4519, 0.7649, 0.6221]],
  "mulliken_charge": [-1.39, -0.14, -1.04, 0.36, -1.36, -0.29, -0.62, -0.78, -0.58, 0.38, 0.33, 0.31, 0.37, 0.19, 0.49, 0.45, 0.45, 0.44, 0.56, 0.50, 0.17, 0.35, 0.29, 0.40, 0.37, 0.47, 0.30, -0.97, -0.62, -0.38, 0.61, -1.08, -0.69, -0.90, -0.43, -0.43, -0.01, 0.36, 0.39, 0.26, 0.35, 0.30, 0.38, 0.29, 0.35, 0.37, 0.49, 0.38, 0.28, 0.45, 0.06, 0.65, 0.16, 0.27, -1.12, -0.30, -0.39, 0.92, -1.16, -0.84, -0.89, -0.76, -0.10, 0.48, -0.06, 0.41, 0.30, 0.39, 0.47, -0.25, 0.26, 0.32, 0.58, 0.36, 0.51, 0.37, 0.46, 0.43, 0.39, 0.05, 0.12, -0.62, -0.75, 1.38, 1.18, -0.31, -0.02, 0.67, -0.34, 0.72, 0.19, -0.08, 0.15, 0.20, 0.48, -0.47, -0.43, -0.46, 0.20, 0.36, 0.41, -0.32, -0.71, 0.07, -0.34, 0.84, -0.80, -0.20, -1.42, -0.21, -0.52, 0.73, -0.86, 0.16, 0.29, -0.56, -0.42, 0.35, 0.28, 0.43, 0.48, 0.21, 0.03, 0.56, 0.30, 0.21, 0.45, 0.23, -0.52, 0.39, -0.41, 0.24, 0.00, 0.63, 0.10, -0.21, 0.06, -1.12, 0.19, -0.59, -0.79, -0.70, -1.08, -0.36, -0.95, 0.63, -0.02, -0.56, 0.80, -0.62, 0.62, 0.47, 0.47, 0.41, 0.34, 0.47, 0.40, 0.28, 0.30, 0.55, 0.34, 0.47, 0.65, -0.03, 0.57, -1.57, 0.60, -0.72, 0.74, -0.73, -0.94, -1.00, -0.34, -0.92, -1.14, 0.45, 0.44, 0.14, 0.43, -0.43, 0.38, 0.39, 0.54, 0.43, 0.46, 0.36, 0.35, 0.44, 0.44, 0.25, 0.57, 0.43, 0.27, -0.13, 0.58, 0.31, -0.10, -0.05, -0.27, 1.16, -0.70, -0.71, -0.64, 0.35, -0.27, 0.10, -0.25, 1.22, -0.73, -0.70, -0.48, 0.46, -0.10, -0.25, -0.21, 0.91, -0.59, -0.71, -0.48, 0.37, -0.20, -0.18, -0.24, 1.09, -0.59, -0.70, -0.47, 0.35, -0.21, -0.24, -0.12, 0.74, -0.61, -0.37, -0.66, 0.32, -0.21, -0.16, -0.23, 1.27, -0.69, -0.57, -0.65],
  "e_above_lowest_kcal_mol": 119.6,
  "total_energy_ha": -8440.23706,
  "gap_ev": 4.5,
  "charge": 1
}